No. 1
{
  "formula": "C12H12NPS",
  "method": "ωB97M-V with the def2-TZVPD basis set",
  "symbols": ["C", "C", "C", "C", "C", "C", "C", "C", "C", "C", "C", "C", "N", "P", "S", "H", "H", "H", "H", "H", "H", "H", "H", "H", "H", "H", "H"],
  "positions_angstrom": [[-1.49, 3.89, -1.08], [-0.45, 3.26, -1.72], [-1.94, 3.40, 0.09], [0.18, 2.16, -1.17], [-1.36, 2.33, 0.71], [-0.40, 1.60, -0.03], [1.41, -1.79, 1.34], [-0.18, -3.18, 0.07], [2.04, -1.48, 0.02], [0.04, -2.38, -1.00], [0.73, -3.19, 1.25], [1.27, -1.61, -1.05], [0.40, 0.55, 0.50], [0.00, -0.62, 1.43], [-1.46, -0.61, 2.78], [-1.90, 4.61, -1.80], [-0.03, 3.54, -2.68], [-2.85, 3.94, 0.48], [1.02, 1.56, -1.52], [-1.85, 1.93, 1.57], [2.03, -1.75, 2.23], [-0.99, -3.95, 0.09], [3.04, -1.13, -0.08], [-0.73, -2.33, -1.75], [1.53, -4.06, 1.19], [0.17, -3.39, 2.16], [1.73, -1.29, -2.03]],
  "smiles": "S=P(=Nc1ccccc1)[C@@H]1C=CC=CC1"
}

---

No. 2
{
  "formula": "C12H12S2",
  "method": "ωB97M-V with the def2-TZVPD basis set",
  "symbols": ["C", "C", "C", "C", "C", "C", "C", "C", "C", "C", "C", "C", "H", "H", "H", "H", "H", "H", "H", "H", "H", "H", "H", "H", "S", "S"],
  "positions_angstrom": [[5.25, -1.33, -0.43], [3.85, -0.86, -0.64], [1.51, 0.35, 0.26], [0.29, -0.29, 0.39], [-0.88, 0.47, 0.04], [-0.53, 1.72, -0.37], [-2.25, -0.03, 0.04], [-2.48, -1.36, -0.22], [-3.80, -1.84, -0.29], [-4.87, -1.01, -0.06], [-4.60, 0.32, 0.16], [-3.32, 0.83, 0.30], [5.85, -0.56, 0.05], [5.27, -2.25, 0.18], [5.74, -1.65, -1.34], [3.22, -1.64, -1.11], [3.94, -0.03, -1.31], [0.36, -1.29, 0.87], [-1.11, 2.52, -0.73], [-1.70, -2.03, -0.49], [-3.91, -2.91, -0.55], [-5.91, -1.39, -0.11], [-5.47, 0.96, 0.33], [-3.11, 1.88, 0.48], [3.07, -0.29, 0.89], [1.17, 1.95, -0.34]],
  "smiles": "CCSc1cc(-c2ccccc2)cs1"
}

---

No. 3
{
  "formula": "C12H13Br3O3",
  "method": "ωB97M-V with the def2-TZVPD basis set",
  "symbols": ["O", "O", "Br", "Br", "Br", "O", "C", "C", "C", "C", "C", "C", "C", "C", "C", "C", "C", "C", "H", "H", "H", "H", "H", "H", "H", "H", "H", "H", "H", "H", "H"],
  "positions_angstrom": [[-2.01, 2.51, 3.24], [2.83, 1.69, 1.40], [-2.64, -0.85, 3.36], [-4.11, 1.03, 1.24], [1.57, 1.31, -3.27], [-0.30, 1.39, 2.17], [-1.57, 1.62, 2.52], [2.29, 1.16, 0.42], [3.18, 0.98, -0.84], [-2.35, 0.50, 1.92], [-0.99, -1.94, -0.92], [-1.89, -1.42, 0.27], [-0.09, -0.87, -1.70], [2.23, 0.14, -1.73], [-0.15, 0.35, 1.17], [0.86, 0.70, 0.05], [-1.50, 0.07, 0.71], [1.12, -0.42, -0.87], [3.47, 1.96, -1.28], [4.06, 0.39, -0.66], [-1.62, -2.39, -1.70], [-0.37, -2.66, -0.41], [-2.92, -1.39, -0.09], [-1.92, -2.13, 1.11], [0.31, -1.18, -2.63], [-0.70, 0.02, -1.97], [2.78, -0.72, -2.10], [0.22, -0.62, 1.62], [0.47, 1.53, -0.57], [-1.73, 0.51, -0.22], [1.45, -1.30, -0.23]]
}

---

No. 4
{
  "formula": "C12H13BrO2",
  "method": "ωB97M-V with the def2-TZVPD basis set",
  "symbols": ["C", "C", "C", "C", "C", "C", "C", "C", "C", "C", "C", "C", "O", "O", "Br", "H", "H", "H", "H", "H", "H", "H", "H", "H", "H", "H", "H", "H"],
  "positions_angstrom": [[-0.20, -0.31, 2.92], [-1.25, 0.48, 2.47], [0.55, -0.95, 1.94], [-1.51, 0.62, 1.14], [0.27, -0.93, 0.59], [-0.74, -0.06, 0.20], [0.64, -2.35, -1.44], [0.53, -3.07, -2.42], [1.25, -1.71, -0.32], [-1.20, 0.29, -1.28], [2.26, -0.75, -1.03], [-1.05, 1.72, -1.76], [2.05, -2.61, 0.44], [-2.53, 0.00, -1.43], [-0.13, -3.93, -3.84], [-0.08, -0.53, 3.98], [-1.67, 1.18, 3.22], [1.41, -1.62, 2.14], [-2.44, 1.09, 0.72], [-0.81, -0.39, -2.12], [2.29, 0.16, -0.53], [2.04, -0.57, -2.09], [3.36, -1.16, -0.97], [-1.26, 2.35, -0.84], [-1.86, 2.13, -2.53], [0.02, 1.89, -2.06], [2.68, -2.99, -0.20], [-2.77, -1.01, -1.13]],
  "smiles": "C[C@H](O)c1ccccc1[C@@](C)(O)C#CBr"
}

---

Let's list ΔE to the lowest compared entry with this formula, charge and spin in order: 1.347; 0.000; 1.235; 3.599 eV.